9
Properties=species:S:1:pos:R:3 method="wB97M-V/def2-TZVPD" e_homo_ev=-9.2 charge=0 homo_lumo_gap_ev=9.22 smiles="C#CO/C=C(/F)I" relative_energy_kj_mol=224.46
C 0.838 2.216 -0.722
C 0.260 1.168 -0.735
O -0.600 0.201 -1.068
C -0.789 -0.872 -0.265
C -0.204 -1.328 0.807
F -0.681 -2.486 1.444
I 1.481 -0.531 1.957
H 1.321 3.195 -0.806
H -1.626 -1.564 -0.613

***

9
Properties=species:S:1:pos:R:3 method="wB97M-V/def2-TZVPD" e_homo_ev=-4.7 charge=-1 homo_lumo_gap_ev=8.52 relative_energy_kj_mol=157.39
C 0.043 -2.365 -0.322
C 1.393 -1.873 0.076
C -0.852 1.899 -0.389
C 0.219 -1.683 0.849
O -0.204 2.882 -0.435
O -1.450 1.251 -1.207
F -1.490 1.695 1.017
H -0.371 -2.927 -1.192
H -0.298 -1.394 1.687

***

11
Properties=species:S:1:pos:R:3 method="wB97M-V/def2-TZVPD" e_homo_ev=-4.3 charge=-1 homo_lumo_gap_ev=7.55
C -1.557 0.127 -0.184
C -0.253 -0.506 -0.132
C -1.513 1.486 0.192
C 0.855 0.215 0.057
O 1.955 -1.980 0.941
O 3.013 -1.101 -1.058
F -2.590 2.258 0.314
S 0.094 2.145 0.360
S 2.579 -0.816 0.346
H -2.450 -0.411 -0.245
H -0.134 -1.418 -0.590

***

10
Properties=species:S:1:pos:R:3 method="wB97M-V/def2-TZVPD" e_homo_ev=-4.2 charge=-1 homo_lumo_gap_ev=8.26 relative_energy_kj_mol=0.00
C 0.846 0.331 0.621
C 0.969 -1.033 0.738
C -0.454 0.898 0.705
C -1.975 -0.802 0.000
O -2.948 -1.475 0.229
O -0.947 1.973 0.570
O -1.390 -0.153 0.938
F 2.362 -1.322 0.720
H 1.603 0.989 0.492
H -1.472 -0.772 -0.899

***

9
Properties=species:S:1:pos:R:3 method="wB97M-V/def2-TZVPD" e_homo_ev=-9.3 charge=0 homo_lumo_gap_ev=7.45 relative_energy_kj_mol=247.66
C -0.420 -0.768 0.258
C -0.513 0.400 -0.088
C -1.042 2.936 0.812
C -0.258 1.358 -1.053
N -1.271 2.829 1.906
S -0.627 2.952 -0.827
I 2.936 0.145 -0.157
H -0.530 -1.653 0.817
H 1.628 -0.241 0.728

***

9
Properties=species:S:1:pos:R:3 method="wB97M-V/def2-TZVPD" e_homo_ev=-2.5 charge=-1 homo_lumo_gap_ev=5.80 relative_energy_kj_mol=81.90
C -0.901 -1.533 -0.529
C -0.605 -0.593 0.182
C -0.079 3.555 -0.129
C -0.419 0.641 0.798
O 0.963 3.716 0.319
O -1.101 3.586 -0.641
I -1.982 1.098 2.200
H -0.946 -2.644 -0.851
H 0.456 0.702 1.544

***

13
Properties=species:S:1:pos:R:3 method="wB97M-V/def2-TZVPD" e_homo_ev="-16.6 / -18.8" spin_multiplicity=6 charge=+2 homo_lumo_gap_ev="7.32 / 5.28"
O 3.257 2.822 0.779
C 2.656 1.875 0.441
O 2.396 0.836 0.014
Ir 5.108 3.742 0.786
O -0.215 0.405 0.897
H 0.338 -1.548 0.765
O -1.779 -2.141 -0.921
O -2.612 -0.357 -0.479
O -2.198 -0.754 -2.703
C -0.432 -0.757 0.648
C -1.811 -1.271 0.258
C -2.362 -1.114 -1.581
H -2.346 -1.738 1.096

***

10
Properties=species:S:1:pos:R:3 method="wB97M-V/def2-TZVPD" e_homo_ev=-15.9 charge=+2 homo_lumo_gap_ev=6.01 relative_energy_kj_mol=0.00
C -1.991 1.437 0.294
C -0.803 1.497 0.774
O -3.082 1.498 -0.180
Li -4.408 0.909 -1.332
H -0.633 1.954 1.754
C 2.533 -2.735 -0.037
C 2.547 -1.552 -0.354
O 2.289 -0.337 -0.578
Sc 0.988 1.131 -0.419
H 2.558 -3.801 0.077

***

9
Properties=species:S:1:pos:R:3 method="wB97M-V/def2-TZVPD" e_homo_ev=-11.2 charge=0 homo_lumo_gap_ev=10.43 relative_energy_kj_mol=350.42
C -0.267 1.085 -0.829
C 0.178 -0.066 0.244
C -0.824 -0.617 1.229
C 1.009 -1.073 -0.430
H -1.654 1.186 -0.545
H 0.964 0.560 1.021
N -1.945 -0.740 1.723
N 2.035 -1.757 -0.681
O 0.505 1.422 -1.733

***

9
Properties=species:S:1:pos:R:3 method="wB97M-V/def2-TZVPD" e_homo_ev=-8.9 charge=0 homo_lumo_gap_ev=8.59 smiles="c1cc2c(s1)N=N2" relative_energy_kj_mol=400.36
C 1.200 0.852 -0.005
C 0.922 -0.487 0.012
C -0.470 -0.648 0.018
C -1.183 0.534 0.015
S -0.187 1.900 -0.004
N -2.503 -0.687 -0.017
N -1.612 -1.505 -0.010
H 2.170 1.303 -0.024
H 1.662 -1.263 0.015

***

9
Properties=species:S:1:pos:R:3 method="wB97M-V/def2-TZVPD" e_homo_ev=-9.1 charge=0 homo_lumo_gap_ev=9.43 smiles=C#[N+][S-].C#CC#N relative_energy_kj_mol=359.86
C 1.499 -1.337 -0.004
N 2.376 -0.564 -0.037
S 3.476 0.505 -0.045
H 0.840 -2.147 0.000
C -0.477 1.262 0.075
C -1.559 0.736 0.032
C -2.794 0.157 -0.025
N -3.827 -0.336 -0.108
H 0.465 1.725 0.113

***

10
Properties=species:S:1:pos:R:3 method="wB97M-V/def2-TZVPD" e_homo_ev=-10.2 charge=0 homo_lumo_gap_ev=8.85 smiles=N#Cc1cnncn1 relative_energy_kj_mol=178.89
N 3.312 -0.007 0.005
C 2.148 -0.159 -0.049
C 0.705 -0.024 -0.154
C -0.013 1.198 -0.024
N -1.313 1.193 -0.106
N -2.038 0.058 -0.013
C -1.359 -1.098 -0.035
N -0.004 -1.173 -0.148
H 0.541 2.079 0.153
H -1.979 -2.066 0.371

***

Results for energy: -626.2586, -403.8862, -1200.3173, -479.1925, -904.0498, -601.7585, -708.3863, -1071.6464, -338.2080, -661.1455, -661.1609, -372.5637 (in Ha, following the order of the records).